Record 1
A single C4H8O molecule, computed with wB97M-V/def2-TZVPD.

Values from the calculation:
- SMILES: C1CCOC1

CARTESIAN COORDINATES (ANGSTROEM)
1 C -0.3638 -0.9184 -0.1712
2 C -0.2847 -0.0666 1.1537
3 C 0.7242 1.0051 0.6546
4 O 0.4627 1.2109 -0.7433
5 C -0.2031 0.0626 -1.2439
6 H 0.4365 -1.6494 -0.1202
7 H -0.9045 -1.5742 -1.1290
8 H 0.1249 -0.5969 2.0247
9 H -1.2132 0.4195 1.4589
10 H 0.6098 1.9713 1.1687
11 H 1.7712 0.6939 0.7773
12 H -1.0688 0.4252 -1.7852
13 H -0.0912 -0.9831 -2.0451

Atom charges from the Mulliken analysis, given in e for atoms 1 to 5: C -0.374; C -0.488; C -0.379; O -0.370; C -0.321

---

Record 2
2 unconnected molecules or ions with the total composition C6H9N, computed with wB97M-V/def2-TZVPD.

Values from the calculation:
- SMILES: CC1=C=C1C.C=N

CARTESIAN COORDINATES (ANGSTROEM)
1 C -0.9901 -0.2913 -0.3163
2 C -1.2590 0.9805 -0.0872
3 C 0.0740 0.6742 -0.4737
4 C -1.5252 -1.6139 -0.4344
5 C -2.3804 1.8750 0.0715
6 C 4.0486 -0.6009 0.6443
7 N 3.1434 -0.3878 -0.1990
8 H -2.4435 -1.8902 0.2009
9 H -0.7629 -2.4037 -0.1925
10 H -1.9402 -1.5940 -1.4336
11 H -3.1328 1.3681 0.7766
12 H -2.7062 2.0711 -0.8870
13 H -2.0471 2.9593 0.4115
14 H 4.6472 -0.0303 1.2771
15 H 2.9048 0.5145 -0.2347
16 H 4.3694 -1.6306 0.8765

Atom charges from the Mulliken analysis, given in e for atoms 1 to 5: C 0.484; C 0.774; C -1.052; C -0.967; C -0.930

---

Record 3
A molecular structure, H10O5Pd, computed with wB97M-V/def2-TZVPD.

Values from the calculation:
- Multiplicity: 3
- Net charge: +2

CARTESIAN COORDINATES (ANGSTROEM)
1 Pd -13.4910 -1.2950 30.4200
2 O -15.2780 -1.4220 28.0640
3 H -16.1610 -1.0650 28.1770
4 H -14.7620 -0.8690 27.5220
5 O -15.0510 -0.7310 30.8510
6 H -15.3500 0.1550 30.6040
7 H -15.8100 -1.1810 31.1940
8 O -12.4640 -1.2860 31.7310
9 H -11.8140 -1.9650 31.8820
10 H -12.6620 -0.8050 32.5620
11 O -12.8110 -0.4620 29.1150
12 H -13.1450 0.3640 28.7080
13 H -11.8860 -0.2740 28.9850
14 O -13.7070 -2.9440 30.0870
15 H -13.1560 -3.5030 29.5050
16 H -14.5690 -3.2930 29.8380

Atom charges from the Mulliken analysis, given in e for atoms 1 to 5: Pd 1.718; O -0.546; H 0.330; H 0.298; O -0.604

---

Calculated values (kJ/mol) of relative energy (zero: lowest compared OMol25 entry of this formula, charge and spin) for the records, taken in order: 413.5; 557.7; 147.2.